(1)
Density functional theory data (ωB97M-V/def2-TZVPD) for one molecule with the formula CH2P2S3 in a non-equilibrium geometry.

Results
ΔE to the lowest compared entry with this formula, charge and spin (eV): 1.993
HOMO energy (Ha): -0.284
DFT total energy (a.u.): -1916.53994

Geometry as ORCA input:
```
! RIJCOSX wB97M-V def2-TZVPD def2/J DEFGRID3
* xyz 0 1
C -0.3366 0.3161 0.2930
P -0.6367 2.0256 -0.2486
P -0.4021 -0.2398 2.1673
S -2.3417 -0.1298 2.4296
S -0.1469 3.0003 1.4781
S 0.4962 1.5487 2.7914
H -1.0104 -0.3595 -0.1342
H 0.8021 0.2867 0.0779
*
```

=====

(2)
Density functional theory data (ωB97M-V/def2-TZVPD) for a 2-piece molecular cluster, C16H26N8O4S2 overall in a non-equilibrium geometry.

Results
Structure (SMILES): CNC(=O)CSc1nc2c(=O)[nH]c(N)nc2[nH]1.CNC(=O)[C@H](CCSC)NC(C)=O
HOMO energy (Ha): -0.279
DFT total energy (a.u.): -2160.75910

Geometry as ORCA input:
```
! RIJCOSX wB97M-V def2-TZVPD def2/J DEFGRID3
* xyz 0 1
C -2.6442 -7.8378 5.8455
N -1.7692 -7.3036 4.8105
C -2.2368 -6.6911 3.6639
O -3.4398 -6.5308 3.5168
C -1.2336 -6.3705 2.5616
S -2.0117 -6.0068 0.9238
C -2.1958 -4.2572 0.9963
N -1.7689 -3.4751 1.9606
C -2.1002 -2.1688 1.5616
C -1.9461 -0.8153 2.1305
O -1.4669 -0.5635 3.2296
N -2.3661 0.2632 1.3954
C -2.9637 0.0642 0.1818
N -3.3737 1.1152 -0.5527
N -3.1543 -1.0941 -0.3765
C -2.7126 -2.2040 0.3339
N -2.7774 -3.5204 -0.0101
H -3.2966 -8.6141 5.4323
H -3.2670 -7.0413 6.2665
H -2.0522 -8.2768 6.6541
H -0.7669 -7.4367 4.8976
H -0.5818 -7.2369 2.4404
H -0.6142 -5.5310 2.8840
H -2.3760 1.1673 1.8406
H -2.7942 1.9408 -0.4855
H -3.6564 0.8152 -1.4803
H -3.1919 -3.8925 -0.8570
C 3.4232 6.6077 -1.5264
N 3.9652 5.2709 -1.7722
C 3.2872 4.1243 -1.8844
O 3.9035 3.0934 -2.1192
C 1.7444 4.1259 -1.7882
C 1.1156 2.7311 -1.6000
C 1.4212 2.1517 -0.2143
S 0.7961 0.4713 0.0409
C 2.0865 -0.4792 -0.8071
N 1.0727 4.8474 -2.8831
C 1.2189 4.7441 -4.2050
C 2.1792 3.7513 -4.8283
O 0.5584 5.4709 -4.9287
H 2.7822 6.9143 -2.3556
H 4.2421 7.3242 -1.4413
H 2.8499 6.6212 -0.5977
H 4.9652 5.1797 -1.8772
H 1.5112 4.6819 -0.8809
H 1.4823 2.0491 -2.3654
H 0.0321 2.8070 -1.7023
H 0.9669 2.7996 0.5358
H 2.4988 2.1468 -0.0480
H 3.0526 -0.2867 -0.3398
H 2.1299 -0.1939 -1.8581
H 1.8570 -1.5423 -0.7327
H 0.3925 5.5409 -2.6156
H 2.0473 3.7731 -5.9088
H 1.9722 2.7479 -4.4671
H 3.2039 4.0290 -4.5944
*
```

=====

(3)
Density functional theory data (ωB97M-V/def2-TZVPD) for one molecule with the formula C3H2N4O in a non-equilibrium geometry.

Results
Structure (SMILES): O=c1nnccnn1
ΔE to the lowest compared entry with this formula, charge and spin (eV): 3.444
HOMO energy (Ha): -0.370
DFT total energy (a.u.): -409.60165

Geometry as ORCA input:
```
! RIJCOSX wB97M-V def2-TZVPD def2/J DEFGRID3
* xyz 0 1
O 2.4180 -0.5287 0.6166
C 1.5129 -0.4899 -0.2163
N 1.4345 0.8403 -0.7911
N 0.3469 1.4512 -0.5131
C -0.7107 0.9388 0.2049
C -1.3036 -0.3065 0.1423
N -0.7344 -1.5306 -0.4639
N 0.5689 -1.4853 -0.5888
H -1.2806 1.7579 0.8713
H -2.2518 -0.6472 0.7380
*
```

=====

(4)
Density functional theory data (ωB97M-V/def2-TZVPD) for C7H10F10O3RuSe2Te as an isolated structure in a non-equilibrium geometry.

Results
ΔE to the lowest compared entry with this formula, charge and spin (eV): 2.013
HOMO energy (alpha / beta) (Ha): -0.341 / -0.341
DFT total energy (a.u.): -6662.73095

Geometry as ORCA input:
```
! RIJCOSX wB97M-V def2-TZVPD def2/J DEFGRID3
* xyz 0 1
Ru 1.0451 -1.1757 1.0305
O -2.1623 2.7637 -2.2126
C -1.8866 2.8556 -0.8379
C -1.0219 1.6347 -0.4131
C 0.3124 1.7556 -1.1691
O 1.1346 0.6340 -0.9049
C -0.8639 1.7505 1.1100
Se 0.5992 0.8485 2.1320
C -1.8343 0.4076 -0.8600
Se -1.0966 -1.4073 -0.8050
H -2.6379 3.5490 -2.5021
H -2.8168 2.8567 -0.2532
H -1.3353 3.7785 -0.6182
H 0.8155 2.6693 -0.8365
H 0.1015 1.8240 -2.2439
H 2.0708 0.8392 -1.1221
H -1.7713 1.3878 1.5957
H -0.7406 2.8044 1.3704
H -2.1321 0.5632 -1.9007
H -2.7365 0.3328 -0.2465
F -0.2856 -1.3217 -2.4237
Te 2.3219 -1.6957 -1.6323
F 4.0161 -2.4516 -1.2172
F 3.6424 0.0705 -1.9948
F 2.9381 -0.7064 0.2526
F 2.2420 -3.4130 -2.6792
O 1.3329 -2.6163 -0.3491
F -0.8091 -3.3396 1.3583
C -0.3149 -2.2720 2.0407
F -1.4262 -1.6294 2.5355
C 0.5720 -2.7485 3.1876
F 0.0666 -3.6256 4.0397
F 0.9587 -1.6631 3.9045
F 1.7022 -3.2598 2.6644
*
```

=====

(5)
Density functional theory data (ωB97M-V/def2-TZVPD) for a 2-piece molecular cluster, C2H8N2O2S overall in a non-equilibrium geometry.

Results
ΔE to the lowest compared entry with this formula, charge and spin (eV): 4.469
HOMO energy (alpha / beta) (Ha): -0.356 / -0.274
DFT total energy (a.u.): -738.97863

Geometry as ORCA input:
```
! RIJCOSX wB97M-V def2-TZVPD def2/J DEFGRID3
* xyz 0 1
C -0.3804 1.7947 -0.2609
C -0.1625 -1.0259 0.6675
N 2.0804 0.4461 0.1486
N 0.0553 -1.9590 -0.2444
O -2.3475 0.5478 1.0556
O -1.8998 -0.3673 -1.2060
S -1.3910 0.3102 0.0136
H 0.7718 1.4427 -0.2132
H -0.7100 1.8690 -1.3807
H -0.5002 2.6737 0.3491
H -0.0804 -0.9857 1.7673
H 2.3181 -0.2370 -0.6547
H 2.1959 0.2229 1.1310
H -0.0509 -1.7522 -1.1936
H 0.1012 -2.9800 0.0209
*
```

=====

(6)
Density functional theory data (ωB97M-V/def2-TZVPD) for one molecule with the formula C6H15NO in a non-equilibrium geometry.

Results
Structure (SMILES): CCN(CC)CCO
ΔE to the lowest compared entry with this formula, charge and spin (eV): 3.043
HOMO energy (Ha): -0.319
DFT total energy (a.u.): -367.51947

Geometry as ORCA input:
```
! RIJCOSX wB97M-V def2-TZVPD def2/J DEFGRID3
* xyz 0 1
C -0.5520 -2.3054 0.6353
C 0.3928 -1.6475 -0.3618
N 0.3180 -0.2261 -0.1758
C 1.2212 0.4586 0.8066
C 0.5049 1.5713 1.7164
C 0.2867 0.5355 -1.4186
C -1.1196 0.9486 -1.6731
O -1.6057 1.7555 -0.5939
H -0.6481 -1.7463 1.6230
H -1.5872 -2.3238 0.3694
H -0.2320 -3.2798 1.0273
H 1.3858 -2.2684 -0.1881
H 0.0969 -1.9416 -1.4302
H 2.0067 0.9301 0.2171
H 1.5486 -0.3531 1.5959
H -0.5947 1.4622 1.5844
H 0.8357 2.6274 1.3798
H 0.5681 1.6186 2.8052
H 0.9863 1.3052 -1.3981
H 0.5962 -0.0676 -2.3694
H -1.8013 0.0859 -1.7730
H -1.1339 1.6440 -2.5836
H -1.4735 1.2166 0.2052
*
```

=====

(7)
Density functional theory data (ωB97M-V/def2-TZVPD) for C4H3FHgO5 as an isolated structure in a non-equilibrium geometry.

Results
ΔE to the lowest compared entry with this formula, charge and spin (eV): 0.000
HOMO energy (alpha / beta) (Ha): -0.514 / -0.574
Expectation value of S²: 0.75
DFT total energy (a.u.): -783.36315

Geometry as ORCA input:
```
! RIJCOSX wB97M-V def2-TZVPD def2/J DEFGRID3
* xyz 1 2
O -0.5590 1.6739 -2.5049
C -1.2406 2.4888 -2.0300
O -1.8459 3.3317 -1.5288
O 0.7556 -1.2984 -1.3553
C 0.3882 -1.3743 2.5767
C 0.5088 -1.3967 -0.1818
O 0.3945 -1.6100 3.7401
O -0.6746 -1.0045 1.8836
C -0.5230 -0.5524 0.5358
Hg 0.8597 0.0014 -3.0732
F 1.5336 -0.7172 1.8916
H 0.7238 -2.3291 0.6094
H -1.4874 -0.6903 0.0308
H -0.1764 0.4896 0.5572
*
```